# 1
{"formula": "C24H33N3O6PS2Zn", "method": "ωB97M-V/def2-TZVPD", "total_charge": -1, "e_lumo_ev": 2.4, "elements": ["H", "C", "H", "H", "H", "C", "O", "H", "N", "H", "C", "O", "H", "H", "H", "H", "C", "H", "H", "H", "H", "C", "Zn", "O", "N", "O", "N", "C", "H", "C", "H", "H", "H", "O", "H", "H", "O", "C", "H", "H", "H", "C", "C", "H", "C", "H", "C", "S", "C", "C", "C", "C", "H", "H", "H", "C", "C", "P", "C", "H", "H", "C", "H", "C", "C", "S", "C", "H", "C", "H"], "positions_angstrom": [[-3.0393, 0.9423, -1.3781], [2.2557, 1.6785, 1.7596], [-2.6363, -5.4752, -2.5411], [2.2239, 1.0097, -4.2148], [-3.4451, -5.0311, 1.0668], [-1.9970, 3.5506, 0.9381], [-2.3463, -1.2839, -0.4150], [-0.6759, -2.3048, -2.1091], [0.4733, -0.6273, -1.8685], [-1.8102, -6.8560, -1.7958], [-3.3428, 1.6888, 4.5281], [-2.0516, -3.7131, -0.7870], [-4.0611, 2.2190, 5.1385], [-1.5157, -1.1922, 4.4916], [-4.8348, -1.4215, -2.6563], [1.6124, 2.1618, 4.9779], [1.5649, 0.2609, -3.7959], [-0.9076, -4.9867, 1.3584], [-4.5861, -1.3718, 1.0742], [1.2067, -0.7626, -5.6442], [2.4766, 2.0849, -1.9364], [1.0017, -0.7270, -4.5812], [0.1557, -0.3300, 0.4029], [-0.9667, 1.5277, 0.3651], [2.0408, 2.1495, 0.5361], [-0.2740, -2.3286, 0.3301], [1.5997, 1.1922, -0.2951], [-3.8593, 0.4645, -0.8423], [-3.8505, 0.8263, 0.1861], [-2.0105, 1.5196, 2.4955], [-3.3335, 3.1465, 2.9979], [-4.1358, -5.3363, -0.5368], [-4.6424, -2.7853, 0.0351], [-0.6168, -0.4182, 2.2694], [0.1263, -5.1080, -0.0637], [-0.8775, -5.4468, -2.3349], [-2.4988, -2.9131, 1.5885], [-3.8162, -1.5727, -2.2931], [-3.5781, -2.6345, -2.3309], [-1.6690, 4.2117, 1.7401], [-1.5151, 3.8372, 0.0074], [-0.0537, -1.5837, -2.6232], [-3.6972, -1.0482, -0.8674], [-3.0783, 3.6532, 0.8323], [-1.6146, 2.1157, 1.2392], [-0.2843, -2.4628, -4.5626], [-2.9297, 2.1980, 3.3278], [2.4095, 0.0643, 2.1873], [0.1773, -1.6722, -3.9881], [1.8480, 1.2897, -1.5448], [-2.8146, 0.4478, 4.9482], [-1.9139, -0.2342, 4.1874], [-5.7257, -1.4162, -0.2951], [-4.8068, 0.7441, -1.3087], [-3.2845, -6.6391, 0.3149], [-4.7267, -1.6997, 0.0457], [-1.8167, -5.7679, -1.8831], [-1.7701, -2.5811, 0.3500], [2.5744, 2.2631, 4.4796], [-0.7511, -6.5425, 0.5213], [3.0008, 1.2725, 4.3273], [-0.8037, -5.4603, 0.3826], [3.2462, 2.8744, 5.0793], [-3.2995, -5.5629, 0.1284], [-1.4662, 0.2619, 2.9180], [2.3717, 3.0541, 2.8768], [1.2759, 0.2803, -2.4329], [-3.1290, -1.0370, -2.9508], [-1.9890, -5.1245, -0.5142], [-3.1372, 0.0269, 5.8945]]}


# 2
{"formula": "C4H10N2O", "method": "ωB97M-V/def2-TZVPD", "smiles": "[H]/N=[NH+]/[O-].C=C(C)C", "total_charge": 0, "e_lumo_ev": 0.8, "elements": ["H", "H", "H", "C", "O", "C", "H", "H", "H", "N", "C", "H", "H", "C", "H", "H", "N"], "positions_angstrom": [[-1.2692, -0.7793, -1.9156], [-0.5444, -1.1959, 1.6835], [2.4470, 0.5590, -0.0758], [-1.4437, -0.8772, -0.8430], [1.1775, -0.5324, -1.0675], [-0.5408, 0.0411, -0.0706], [-0.4934, 1.5806, -1.5778], [2.2966, -0.5905, 1.7379], [-1.2697, -1.9167, -0.5645], [1.7099, -0.9895, 0.9976], [-0.1515, -0.2930, 1.2375], [0.3757, 1.9938, -0.0925], [-2.4954, -0.6383, -0.6494], [-0.5078, 1.4859, -0.4918], [0.0565, 0.5120, 1.9345], [-1.3840, 2.0247, -0.1140], [2.0367, -0.3843, -0.1287]]}


# 3
{"formula": "C5H6O2S", "method": "ωB97M-V/def2-TZVPD", "total_charge": 0, "e_lumo_ev": 0.7, "elements": ["H", "S", "H", "O", "C", "C", "H", "H", "H", "C", "C", "H", "O", "C"], "positions_angstrom": [[2.7677, 0.0498, -0.6735], [-3.2202, -0.3099, 0.5034], [0.9189, -1.0410, 1.3965], [-2.5194, -0.8960, -0.9295], [-0.1161, 0.0168, -0.1407], [0.9917, -0.8162, 0.3140], [-0.7559, 1.9916, -1.2495], [2.0794, 1.1371, 0.7171], [1.1484, -1.6086, -0.4313], [-1.6336, -0.0025, -0.3416], [2.2678, 0.1067, 0.3074], [2.9371, -0.5402, 0.8863], [-4.1285, 0.8044, 0.3319], [-0.7374, 1.1077, -0.6906]]}


# 4
{"formula": "C7H12N2", "method": "ωB97M-V/def2-TZVPD", "smiles": "C=C1CN[C@@H]2C[C@H]2[C@H]1N", "total_charge": 0, "e_lumo_ev": 0.8, "elements": ["C", "H", "H", "C", "H", "H", "N", "C", "C", "N", "H", "C", "C", "C", "H", "H", "H", "H", "H", "H", "H"], "positions_angstrom": [[2.0302, 1.2450, -0.4125], [-0.8926, -0.2061, 1.5682], [-1.2185, -0.1022, -1.6975], [0.8752, -0.8012, 0.5441], [1.4057, -1.0342, 1.5814], [2.6407, -1.4725, 0.0329], [-1.8985, 1.1529, -0.3796], [-0.5102, 1.6752, 0.3578], [-1.8945, -1.5168, -0.1326], [1.6404, -1.7610, -0.2871], [-0.1516, 2.6364, -0.2716], [-0.7114, -0.7597, 0.5829], [-1.4276, -0.1696, -0.6388], [0.8772, 0.7448, 0.0469], [2.9475, 0.5629, -0.5293], [2.3491, 2.4444, -0.3411], [-1.5507, -2.0952, -1.0029], [-0.5855, 1.7646, 1.3691], [-2.6372, 1.1355, 0.3576], [-2.7276, -1.8587, 0.5847], [1.4398, -1.5846, -1.3327]]}


# 5
{"formula": "C19H29Cl2N3O8S", "method": "ωB97M-V/def2-TZVPD", "smiles": "CS(=O)(=O)c1ccc([C@@H](O)[C@@H](CO)NC(=O)C(Cl)Cl)cc1.CNC(=O)[C@@H](NC(C)=O)[C@@H](C)O", "total_charge": 0, "e_lumo_ev": 0.1, "elements": ["C", "H", "C", "H", "H", "C", "O", "O", "H", "H", "H", "H", "H", "O", "H", "O", "Cl", "N", "C", "H", "N", "H", "H", "H", "C", "C", "H", "H", "H", "H", "H", "H", "O", "C", "C", "H", "H", "C", "C", "C", "C", "H", "H", "C", "C", "C", "H", "H", "H", "C", "O", "H", "O", "C", "C", "N", "S", "H", "O", "H", "C", "Cl"], "positions_angstrom": [[1.4134, -2.6750, -3.1061], [3.5249, -3.4661, -0.5514], [2.5416, -4.8815, -1.8202], [-1.2603, 6.1919, 0.4502], [-0.1461, 5.6010, -0.7918], [2.2912, -2.4652, -2.0252], [0.7689, -6.7206, -4.8419], [2.4009, -7.6522, -3.2639], [0.1741, 2.8621, 1.0102], [-0.7061, 2.4532, 3.6635], [3.7025, -0.9666, -1.4516], [-0.4168, -8.2563, -2.6492], [0.0270, 5.0474, 0.8806], [2.0858, -0.0595, -2.3731], [-2.8561, 2.7660, 0.3682], [0.3669, 2.7354, 1.9426], [-1.7447, -3.8710, -0.8900], [-2.2196, 3.4541, 0.7408], [1.6597, -5.0734, -2.8891], [0.9438, -1.8423, -3.6190], [0.5942, -1.1239, -0.1008], [0.0581, -0.5836, -0.7706], [3.3773, 0.7820, 0.2859], [-3.9508, 7.4550, 2.8275], [-1.2125, 1.0003, 2.1711], [-1.5048, -2.4711, 0.2120], [-1.9217, -1.5788, -0.2548], [-0.9182, -6.5554, -2.4619], [0.4364, -4.1055, -4.3851], [-1.2427, 0.9062, 1.0862], [-2.1750, 7.5527, 2.8775], [-3.7039, 5.2728, 2.0833], [-1.8891, 3.9379, -1.3755], [-0.0157, -2.2329, 0.4573], [2.3284, 0.5204, 0.4561], [-2.1812, 0.7251, 2.5875], [-3.0646, 6.9366, 4.2807], [-1.6415, 4.1932, -0.2099], [-3.0437, 6.9687, 3.1894], [2.8525, -3.5883, -1.3955], [1.1080, -3.9656, -3.5398], [0.2657, -7.2663, -1.3328], [-2.8864, 2.9723, 2.6362], [-1.9083, 4.7909, 2.8703], [2.0410, -0.8885, -0.0787], [-0.0885, -7.2561, -2.3643], [2.9900, -5.7359, -1.3162], [-0.4682, 0.3093, 2.5675], [1.6867, 1.4537, 2.1060], [-1.9871, 3.4090, 2.2035], [0.6393, -3.0310, 1.1140], [2.4869, -0.1425, -3.2569], [-0.9287, 5.1455, 3.5107], [-0.6890, 5.3295, 0.1126], [-0.8511, 2.4317, 2.5828], [-2.9472, 5.6100, 2.6573], [1.2518, -6.7528, -3.4517], [2.5446, -1.5927, 0.5924], [2.0564, 0.5752, 1.8593], [1.7104, 1.2520, -0.0739], [2.6129, -1.0742, -1.5002], [-2.3719, -2.7666, 1.7579]]}


# 6
{"formula": "C11H35NO4PS5", "method": "ωB97M-V/def2-TZVPD", "total_charge": 1, "e_lumo_ev": -3.5, "elements": ["H", "C", "H", "P", "S", "H", "H", "C", "H", "H", "H", "H", "H", "H", "O", "S", "C", "O", "C", "H", "H", "H", "H", "H", "N", "H", "H", "H", "C", "C", "H", "H", "H", "H", "H", "H", "H", "H", "H", "H", "O", "O", "H", "C", "C", "H", "H", "S", "C", "S", "H", "S", "H", "C", "H", "C", "H"], "positions_angstrom": [[-5.1836, 3.5641, -4.8842], [2.4337, -4.0625, 3.7221], [4.8621, -2.5987, 3.3688], [-4.9948, 4.2132, -2.6648], [-2.1559, 1.7128, -1.7830], [-0.1327, -0.1960, 1.5927], [-1.7415, -1.7822, 3.8994], [1.7178, 0.9303, -0.2878], [1.4508, -4.2735, 4.1397], [5.6307, -2.5786, -1.8617], [-2.3883, 2.6647, -4.4149], [-4.4901, 1.5632, -2.4973], [-4.0805, 4.0264, -1.6258], [6.4886, 1.1245, -1.8519], [1.5377, -2.1150, 2.1856], [4.7034, -0.4304, -1.5571], [-4.0167, -3.5375, 3.6860], [-2.2151, -4.9863, 2.4133], [0.2775, 0.7446, 1.9587], [3.2036, -4.2907, 4.4590], [2.0484, 1.5060, -1.1511], [-3.7577, -4.0994, 4.5831], [4.8855, 1.9043, -1.8559], [2.5543, 0.7541, 0.3884], [-5.5131, 5.7876, -2.6287], [2.5797, -4.6388, 2.8089], [-4.8493, -4.0177, 3.1755], [1.2616, 0.5634, 2.3867], [5.4646, 1.0567, -2.2185], [-1.4356, -2.8067, 3.6831], [-2.3063, 3.0336, -1.5870], [-3.4056, 0.4530, -3.2737], [-0.3845, 1.1914, 2.6983], [-4.9901, 6.4603, -3.1801], [-6.5109, 5.9330, -2.7381], [5.4387, 1.0260, -3.3077], [-4.2743, -2.5067, 3.9304], [-0.4713, -2.8004, 3.1755], [5.8521, -1.5718, -3.3149], [4.3488, -1.3295, 2.2198], [1.1413, 3.1117, 1.1025], [4.9221, -0.3921, -0.0837], [6.8957, -1.3186, -1.8731], [4.1383, -2.3254, 2.6001], [5.9010, -1.5893, -2.2264], [4.1520, -3.0342, 1.7731], [-3.7474, 1.8071, -5.1177], [-2.6136, -3.5619, 2.5597], [-3.5071, 1.5039, -2.9876], [0.4698, 1.8878, 0.5885], [1.2946, -0.0219, -0.6093], [2.4978, -2.3133, 3.3178], [-3.7475, 4.5400, -4.6283], [-3.4319, 2.3878, -4.2464], [-6.1133, 3.4474, -2.3206], [-4.3029, 3.6771, -4.2378], [-1.3903, -3.3974, 4.5987]]}